# C12H15BCl2MoN6O2

A molecular structure, C12H15BCl2MoN6O2 at a distorted geometry (wB97M-V/def2-TZVPD, the OMol25 dataset).

Atoms and positions in Å:
H1 0.729750 3.198598 0.958854
N1 0.487307 1.718425 -0.487977
B1 0.196322 0.331225 -2.607055
N2 0.536919 1.641983 -1.877777
C1 0.899195 2.837406 -2.337711
Mo1 0.131130 0.072381 0.550410
H2 0.996829 2.959902 -3.395432
C2 1.079585 3.718800 -1.261317
H3 1.340830 4.754394 -1.290042
C3 0.804489 2.993731 -0.100347
H4 0.236794 0.460911 -3.800332
C4 -1.773862 -2.330791 2.903861
H5 -0.913686 -2.791631 3.432817
H6 -1.412410 -1.524862 2.156803
H7 -2.173528 -3.208597 2.370844
N3 -1.221281 -0.117846 -2.144067
N4 1.159474 -0.760335 -2.107275
N5 -1.458831 -0.343178 -0.792588
N6 1.260814 -1.027825 -0.738999
C5 -2.344798 -0.345118 -2.835451
C6 1.949142 -1.605847 -2.781162
H8 -2.288353 -0.178760 -3.902061
H9 1.982521 -1.570543 -3.863347
C7 -3.345342 -0.747187 -1.941250
C8 2.593582 -2.448232 -1.865463
C9 -2.756528 -0.731323 -0.658919
C10 2.135316 -2.071447 -0.593332
H10 -4.347358 -1.012661 -2.199144
H11 3.292856 -3.239233 -2.083841
H12 -3.133898 -0.954814 0.327862
H13 2.310947 -2.434466 0.411081
H14 -2.577444 -1.982056 3.635339
Cl1 -0.033934 2.737432 3.612358
C11 0.519804 1.333854 4.512166
Cl2 -0.855566 0.406210 5.133851
C12 1.402175 0.421580 3.648462
O1 2.321203 -0.108295 4.261066
O2 1.147045 0.287162 2.393815
H15 1.122809 1.661048 5.355306

Forces on atoms 1 to 2 (eV/Å):
H 0.3 0.4 -0.1
N -0.1 -0.1 -0.7

**Multiplicity**: 3
**HOMO (spin up / spin down)**: -15.90 / -15.91 eV
**Lowest unoccupied orbital energy (spin up / spin down)**: -10.73 / -9.71 eV
**Kohn-Sham gap (spin up / spin down)**: 5.16 / 6.20 eV
**Net charge**: +2
**Expectation value of S²**: 2.0326
**Energy above the lowest of the compared OMol25 structures with the same formula, charge and spin**: 0.000 eV

Atomic partial charges in e from the Mulliken method, atoms 1 to 2: atom 1 (H): 0.366, atom 2 (N): 0.189


# C33H35Cl5N4P2W

A molecular structure, C33H35Cl5N4P2W at a distorted geometry (wB97M-V/def2-TZVPD, the OMol25 dataset).

Atoms and positions in Å:
W1 1.085753 1.085973 1.012367
C1 3.590344 0.490275 2.348423
C2 2.954219 -0.187465 1.288089
C3 2.344514 -1.560013 1.517986
C4 0.816844 -1.541610 1.424456
C5 0.100055 -0.449860 2.169617
C6 0.725184 0.382794 3.165033
C7 1.811643 -0.205901 4.050950
C8 3.225439 0.325452 3.767435
C9 -0.356284 2.536236 0.988255
H1 4.442513 1.142500 2.140202
H2 3.347808 -0.034157 0.274231
H3 2.689514 -2.057832 2.452517
H4 2.727224 -2.223200 0.722120
H5 0.553176 -1.507531 0.361823
H6 0.439510 -2.538239 1.704160
H7 -0.991489 -0.434872 2.097642
H8 0.051899 1.054117 3.718044
H9 1.826690 -1.305082 4.013856
H10 1.561684 0.054595 5.091196
H11 3.333064 1.293450 4.275368
H12 3.930313 -0.356776 4.273939
H13 -0.499266 2.883419 2.016631
H14 -1.315385 2.205274 0.559205
H15 0.040308 3.341189 0.356679
P1 -2.449108 0.480223 -0.112114
P2 0.694362 -0.793313 -2.104915
N1 -3.532966 -0.383270 0.941855
N2 -3.787544 1.122067 -1.108043
N3 0.390917 -2.584212 -2.175072
N4 1.375452 -0.946622 -3.813663
C10 -1.951268 -0.865674 -1.245844
C11 -1.069602 -0.376006 -2.430205
C12 -3.895608 0.062629 2.224668
C13 -4.745784 -0.879504 2.791415
C14 -4.935121 -1.924906 1.827725
C15 -4.197784 -1.586371 0.703204
C16 -4.108129 2.469649 -1.309526
C17 -5.296759 2.543308 -2.030249
C18 -5.740770 1.199082 -2.257228
C19 -4.794126 0.349897 -1.703040
C20 0.829822 -3.526284 -1.238409
C21 0.395801 -4.791735 -1.604162
C22 -0.339477 -4.649791 -2.821662
C23 -0.321657 -3.296627 -3.148163
C24 2.185834 -1.999806 -4.273068
C25 2.526538 -1.766740 -5.598780
C26 1.922056 -0.522422 -5.977999
C27 1.218580 -0.053141 -4.874387
H16 -2.822979 -1.434122 -1.613317
H17 -1.396722 -1.550170 -0.579960
H18 -1.459406 -0.800949 -3.375358
H19 -1.104315 0.722805 -2.546756
H20 -3.509039 1.002246 2.596164
H21 -5.185629 -0.844535 3.778533
H22 -5.530092 -2.820699 1.936885
H23 -4.098721 -2.099606 -0.237921
H24 -3.454692 3.239880 -0.924065
H25 -5.792159 3.440208 -2.369496
H26 -6.636860 0.874504 -2.765075
H27 -4.746383 -0.728880 -1.682656
H28 1.425684 -3.226347 -0.397282
H29 0.578484 -5.702788 -1.047544
H30 -0.821337 -5.443939 -3.382656
H31 -0.748683 -2.796910 -4.003808
H32 2.423195 -2.843332 -3.638620
H33 3.139744 -2.418448 -6.205439
H34 2.016227 -0.044300 -6.940304
H35 0.625899 0.831914 -4.741298
Cl1 2.722069 2.428028 -0.691824
C28 3.053500 3.254365 0.841052
C29 2.216049 2.806910 1.854283
C30 2.360473 3.413006 3.120273
Cl2 1.190383 3.242217 4.380617
C31 3.504270 4.213190 3.398356
Cl3 3.959931 4.565430 5.008984
C32 4.351855 4.627489 2.348640
Cl4 5.668242 5.652541 2.659495
C33 4.111354 4.162507 1.030133
Cl5 5.150726 4.604617 -0.262599

Forces on atoms 1 to 2 (eV/Å):
W 1.3 2.3 1.9
C -0.7 -1.0 -1.8

**Multiplicity**: 3
**HOMO (spin up / spin down)**: -12.24 / -12.24 eV
**Lowest unoccupied orbital energy (spin up / spin down)**: -6.59 / -9.50 eV
**Kohn-Sham gap (spin up / spin down)**: 5.66 / 2.74 eV
**Net charge**: +2
**Expectation value of S²**: 2.0200

Atomic partial charges in e from the Mulliken method, atoms 1 to 2: atom 1 (W): 0.657, atom 2 (C): -1.011


no.,molecular weight (g/mol)
1,452.95
2,910.72